A.
Molecular formula: C33H52F2N4OPRh
Method: DFT, the ωB97M-V functional and the def2-TZVPD basis

As for the HOMO-LUMO gap (alpha / beta): 8.38 / 6.36 eV. Its net charge is +2. Its lowest unoccupied orbital energy (alpha / beta) is -5.17 / -7.73 eV. Its expectation value of S² is 6.01. As for the multiplicity: 5.

Atoms and positions in Å:
Rh  0.18279  2.12571  0.08290
N  -0.27616  4.46119  0.33203
C  0.19064  5.03376  1.60400
C  -0.07237  4.02944  2.72560
N  0.35580  2.66854  2.35319
C  1.73371  2.29338  2.72623
C  2.78605  2.91309  1.81103
N  2.45721  2.63883  0.39735
H  -1.29029  4.50707  0.27465
H  0.08169  4.98510  -0.45911
H  1.25199  5.25044  1.51104
H  -0.31556  5.97094  1.84018
H  0.42246  4.35938  3.64237
H  -1.14661  4.00143  2.91458
H  -0.26035  2.00878  2.81599
H  1.94968  2.56854  3.76254
H  1.80175  1.20595  2.64023
H  2.84625  3.98754  1.96677
H  3.75768  2.49524  2.07938
H  2.85891  3.34256  -0.21117
H  2.85606  1.74624  0.11619
F  1.57072  2.49414  -5.14212
C  0.57515  2.41237  -4.26692
C  0.82512  2.72945  -2.94043
C  -0.19597  2.59727  -2.01911
C  -1.49080  2.21661  -2.40792
C  -1.68128  1.91923  -3.75897
F  -2.86945  1.48505  -4.19048
C  -0.67248  2.00926  -4.69890
C  -2.53673  2.08569  -1.37370
C  -3.90695  2.14883  -1.62311
C  -4.80104  2.01700  -0.57420
C  -4.31658  1.82711  0.71284
C  -2.94960  1.78908  0.89131
N  -2.08260  1.91459  -0.11589
H  1.82139  3.06381  -2.67312
H  -0.86639  1.78586  -5.73885
H  -4.27265  2.30684  -2.62365
H  -5.86547  2.06210  -0.76127
H  -4.98125  1.71584  1.55769
H  -2.53093  1.63095  1.87967
O  0.58972  0.00091  0.09522
P  0.61082  -1.50475  0.30872
C  -0.95017  -2.24555  -0.35745
C  -0.77023  -3.68041  -0.86504
C  -2.11718  -4.19048  -1.38297
C  -2.61003  -3.35361  -2.58429
C  -1.82933  -2.04422  -2.74688
C  -1.64045  -1.33639  -1.40605
C  0.80316  -1.79781  2.11534
C  0.93130  -3.26784  2.54691
C  -0.40066  -3.93490  2.89235
C  -1.18807  -3.10244  3.89981
C  -1.50190  -1.73238  3.30732
C  -0.21518  -0.98694  2.94627
C  2.01729  -2.28974  -0.57917
C  3.37758  -2.03702  0.07619
C  3.88245  -0.59864  -0.07941
C  3.52861  0.00430  -1.45518
C  3.24893  -1.09806  -2.47514
C  1.98082  -1.85185  -2.06761
H  -1.58307  -2.29124  0.53097
H  -0.40251  -4.32933  -0.06706
H  -0.04784  -3.71602  -1.68153
H  -2.84428  -4.15414  -0.56771
H  -2.01542  -5.23825  -1.66405
H  -3.67099  -3.12856  -2.46237
H  -2.52023  -3.92954  -3.50575
H  -2.36025  -1.38367  -3.43466
H  -0.85468  -2.24767  -3.19716
H  -2.62337  -1.03962  -1.02823
H  -1.07723  -0.41109  -1.55423
H  1.78008  -1.31647  2.26391
H  1.56682  -3.29848  3.43579
H  1.44662  -3.84245  1.77289
H  -0.19627  -4.92558  3.29918
H  -1.00930  -4.07469  1.99377
H  -0.60169  -2.98059  4.81574
H  -2.11059  -3.61576  4.17113
H  -2.07032  -1.13300  4.02167
H  -2.13967  -1.85905  2.42927
H  0.27436  -0.70811  3.88492
H  -0.45916  -0.06064  2.41162
H  1.81062  -3.35915  -0.49565
H  4.08758  -2.71594  -0.39952
H  3.36093  -2.31522  1.13159
H  4.96404  -0.59910  0.05736
H  3.46936  0.00939  0.73616
H  4.33628  0.65046  -1.80250
H  2.61819  0.61335  -1.39006
H  4.09967  -1.77922  -2.53204
H  3.10791  -0.67053  -3.46803
H  1.84462  -2.72115  -2.71220
H  1.12874  -1.18539  -2.24096

---

B.
Molecular formula: C33H52F2N4OPRh
Method: DFT, the ωB97M-V functional and the def2-TZVPD basis

As for the HOMO-LUMO gap (alpha / beta): 8.62 / 5.53 eV. Its net charge is +2. Its lowest unoccupied orbital energy (alpha / beta) is -5.43 / -8.52 eV. Its expectation value of S² is 6.01. As for the multiplicity: 5.

Atoms and positions in Å:
Rh  -0.75243  2.89136  0.19755
N  -1.56723  2.85846  2.36225
C  -2.93953  2.34656  2.41735
C  -3.02163  1.06546  1.58135
N  -2.48743  1.26676  0.23285
C  -3.47003  1.52736  -0.82305
C  -3.47213  3.00246  -1.24285
N  -2.11143  3.38706  -1.62835
H  -1.49343  3.75516  2.83925
H  -0.93313  2.20256  2.82445
H  -3.24803  2.13056  3.44895
H  -3.61003  3.10646  2.01145
H  -2.41973  0.29956  2.07395
H  -4.06403  0.72316  1.55335
H  -1.88283  0.47656  -0.00765
H  -3.22343  0.92686  -1.70285
H  -4.47853  1.25246  -0.49585
H  -4.18593  3.14506  -2.06255
H  -3.78033  3.64286  -0.41255
H  -1.80333  2.84056  -2.43445
H  -2.07513  4.37056  -1.89275
F  4.20477  0.72686  0.48335
C  3.48207  1.83786  0.27595
C  2.10097  1.73986  0.22045
C  1.34537  2.88766  0.03385
C  1.96527  4.15076  -0.10475
C  3.36097  4.18656  -0.07015
F  4.00747  5.34766  -0.20745
C  4.12817  3.05156  0.13385
C  1.10907  5.33986  -0.18005
C  1.51987  6.60656  -0.60085
C  0.62857  7.66416  -0.54555
C  -0.65863  7.44866  -0.07685
C  -1.00883  6.15706  0.28225
N  -0.15923  5.14266  0.22275
H  1.62177  0.77436  0.32395
H  5.20167  3.12116  0.18205
H  2.52207  6.77696  -0.95655
H  0.93747  8.65066  -0.85285
H  -1.37093  8.25376  0.00185
H  -2.00163  5.93116  0.65355
O  -0.19333  -0.61444  0.12945
P  -0.00583  -2.08704  0.05185
C  1.21217  -2.61314  -1.27985
C  2.26917  -3.63344  -0.86145
C  3.25357  -3.87254  -2.00365
C  4.05097  -2.60534  -2.31775
C  3.34727  -1.34464  -1.82435
C  1.83647  -1.42424  -2.01685
C  -1.68703  -2.82224  -0.33675
C  -1.84383  -4.33824  -0.27785
C  -1.44563  -5.05784  -1.56145
C  -2.19533  -4.49324  -2.76245
C  -1.93693  -2.99984  -2.91325
C  -2.25863  -2.22744  -1.63405
C  0.60317  -2.85374  1.67595
C  -0.43373  -2.93744  2.79285
C  -0.70903  -1.63854  3.55845
C  0.46547  -0.66124  3.53035
C  1.77267  -1.43514  3.45765
C  1.89517  -2.13714  2.10645
H  0.54637  -3.12884  -1.98115
H  1.79147  -4.57464  -0.57965
H  2.84027  -3.26174  -0.00975
H  2.70287  -4.20624  -2.88705
H  3.92947  -4.68404  -1.73395
H  4.22217  -2.54384  -3.39445
H  5.03797  -2.65814  -1.85405
H  3.73797  -0.47774  -2.35515
H  3.56807  -1.19034  -0.76745
H  1.65057  -1.53364  -3.09005
H  1.36377  -0.48914  -1.70055
H  -2.26433  -2.38374  0.49105
H  -2.89893  -4.55304  -0.08275
H  -1.27933  -4.74554  0.56335
H  -1.67373  -6.11824  -1.45095
H  -0.37063  -4.97134  -1.73015
H  -3.26473  -4.66814  -2.62905
H  -1.88953  -5.01424  -3.67045
H  -2.55553  -2.60584  -3.72325
H  -0.89933  -2.83514  -3.21335
H  -3.34713  -2.20274  -1.53115
H  -1.90523  -1.19774  -1.74445
H  0.84037  -3.88304  1.39145
H  -0.05113  -3.68474  3.49735
H  -1.37693  -3.33154  2.40775
H  -0.92523  -1.90684  4.59385
H  -1.60453  -1.15644  3.15965
H  0.45237  -0.03834  4.42625
H  0.40277  -0.00174  2.66035
H  1.80257  -2.16984  4.26335
H  2.62277  -0.76404  3.58785
H  2.72057  -2.85094  2.15875
H  2.16007  -1.38484  1.35575

---

Most stable pick: A. Distance to second place: 87.8 kJ/mol.

---

A.
Molecular formula: C26H30N2O4P2SeTi
Method: DFT, the ωB97M-V functional and the def2-TZVPD basis

As for the HOMO-LUMO gap (alpha / beta): 6.41 / 6.83 eV. Its net charge is -1. Its lowest unoccupied orbital energy (alpha / beta) is 2.69 / 2.69 eV. Its expectation value of S² is 0.76. As for the multiplicity: 2.

Atoms and positions in Å:
Ti  0.52954  -1.53336  0.33244
O  -2.63196  -2.11551  -1.75920
C  -1.82308  -1.21231  -1.68642
O  -0.54985  -1.34380  -1.44655
C  -2.27248  0.22843  -1.87151
C  -3.53969  0.42161  -2.40800
C  -4.03269  1.69839  -2.62249
C  -3.25739  2.79779  -2.28799
C  -1.99701  2.61382  -1.73967
C  -1.48300  1.33630  -1.52070
P  0.20518  1.05951  -0.81989
C  1.17655  1.20454  -2.39179
C  1.87832  0.12789  -2.91569
C  2.55945  0.25283  -4.11858
C  2.54961  1.45240  -4.81533
C  1.84351  2.53591  -4.30305
C  1.16157  2.40218  -3.10412
C  0.59503  2.66063  -0.01088
C  -0.32189  3.20418  0.89175
C  0.02100  4.27963  1.69769
C  1.29878  4.82074  1.62628
C  2.22610  4.27590  0.74873
C  1.87613  3.20397  -0.06040
H  -4.12129  -0.45847  -2.64558
H  -5.01986  1.83623  -3.04693
H  -3.63231  3.80067  -2.45309
H  -1.40794  3.48167  -1.47187
H  1.90994  -0.80712  -2.37369
H  3.10608  -0.59640  -4.50926
H  3.08467  1.54837  -5.75219
H  1.82157  3.47707  -4.83820
H  0.60814  3.24954  -2.71568
H  -1.31316  2.77200  0.97012
H  -0.70459  4.68884  2.38995
H  1.57194  5.65552  2.25974
H  3.22943  4.67988  0.70068
H  2.61438  2.76996  -0.72416
C  0.13093  -5.97316  0.26584
C  0.01330  -4.50180  0.51578
N  0.86891  -3.66485  0.03792
O  1.88832  -4.21699  -0.71602
C  -1.03978  -3.94987  1.34777
C  -2.02581  -4.79339  2.08962
N  -1.05177  -2.64754  1.40464
O  -1.87835  -2.00978  2.15722
H  0.50185  -6.14879  -0.74122
H  -0.82650  -6.47149  0.39811
H  0.85316  -6.41227  0.95920
H  2.52931  -3.47033  -0.68005
H  -1.56914  -5.69750  2.49529
H  -2.86324  -5.08759  1.44958
H  -2.43218  -4.19912  2.90734
Se  2.86924  -1.28859  0.33407
C  1.75826  0.89375  2.98009
P  0.43591  -0.32367  2.62939
C  0.73018  -1.51956  3.97853
C  -1.04871  0.59032  3.20792
H  1.73303  1.21320  4.02488
H  1.62870  1.76617  2.33749
H  2.71705  0.43874  2.73698
H  0.72045  -1.01989  4.94965
H  1.69909  -1.99058  3.81217
H  -0.05437  -2.27538  3.93666
H  -1.39835  0.15458  4.14321
H  -1.84647  0.49354  2.47494
H  -0.80176  1.64241  3.35856

---

B.
Molecular formula: C26H30N2O4P2SeTi
Method: DFT, the ωB97M-V functional and the def2-TZVPD basis

As for the HOMO-LUMO gap (alpha / beta): 6.22 / 6.54 eV. Its net charge is -1. Its lowest unoccupied orbital energy (alpha / beta) is 2.53 / 2.53 eV. Its expectation value of S² is 0.76. As for the multiplicity: 2.

Atoms and positions in Å:
Ti  -2.17622  0.28520  0.14417
O  -1.65889  -1.24802  3.99666
C  -1.19851  -0.57873  3.07684
O  -1.86966  -0.12211  2.09432
C  0.26670  -0.15799  3.18706
C  0.78148  -0.13102  4.48439
C  2.09046  0.23479  4.73253
C  2.92628  0.56257  3.67292
C  2.43404  0.52510  2.38209
C  1.10593  0.17380  2.11755
P  0.52241  0.14224  0.37957
C  1.30032  -1.35394  -0.32736
C  0.79119  -1.79633  -1.55004
C  1.30894  -2.93220  -2.15340
C  2.32372  -3.65037  -1.53397
C  2.82431  -3.22220  -0.31299
C  2.31853  -2.07638  0.28634
C  1.54877  1.47358  -0.35240
C  2.40513  1.26788  -1.42911
C  3.13314  2.32518  -1.96178
C  3.01801  3.59411  -1.41766
C  2.15635  3.80731  -0.34859
C  1.41600  2.76021  0.17386
H  0.11557  -0.41098  5.28889
H  2.46247  0.26361  5.74944
H  3.95597  0.84758  3.85114
H  3.08668  0.78430  1.55734
H  -0.02309  -1.25785  -2.02275
H  0.90490  -3.26598  -3.10126
H  2.71583  -4.54746  -1.99714
H  3.60715  -3.78522  0.18016
H  2.70460  -1.76121  1.24687
H  2.51172  0.27935  -1.85697
H  3.79469  2.15038  -2.80152
H  3.59188  4.41629  -1.82747
H  2.04798  4.79894  0.07358
H  0.71660  2.94563  0.98255
C  -1.60425  2.62458  -3.51769
C  -1.49783  2.09612  -2.12299
N  -1.51029  0.82945  -1.86044
O  -1.80365  -0.01596  -2.95041
C  -1.46971  2.98925  -0.98929
C  -1.29984  4.47075  -1.07126
N  -1.70335  2.41326  0.18223
O  -1.63163  3.11290  1.24063
H  -1.36724  1.85297  -4.24101
H  -0.94982  3.48411  -3.65760
H  -2.63572  2.94818  -3.68296
H  -2.70693  -0.31180  -2.68102
H  -1.50015  4.84843  -2.07340
H  -0.29333  4.78337  -0.77820
H  -1.98919  4.93484  -0.36414
Se  -4.31615  0.05336  -0.83035
C  -0.98715  -3.51059  1.02364
P  -2.24100  -2.41019  0.24672
C  -2.62733  -3.35476  -1.27069
C  -3.66733  -2.79882  1.31549
H  -1.41394  -4.50104  1.19955
H  -0.68267  -3.09135  1.98437
H  -0.10971  -3.61011  0.38540
H  -2.83207  -4.40413  -1.04373
H  -1.78729  -3.29390  -1.96576
H  -3.49900  -2.89592  -1.73667
H  -3.82328  -3.87936  1.37345
H  -4.54843  -2.30218  0.91147
H  -3.46313  -2.40151  2.31073

---

Most stable pick: B. Distance to second place: 29.6 kJ/mol.

---

A.
Molecular formula: CH5NO2P
Method: DFT, the ωB97M-V functional and the def2-TZVPD basis

As for the HOMO-LUMO gap (alpha / beta): 7.12 / 7.12 eV. Its net charge is -1. Its lowest unoccupied orbital energy (alpha / beta) is 4.51 / 4.51 eV.

Atoms and positions in Å:
C  -0.62162  -0.83513  -0.45126
N  1.48478  1.53672  0.69294
O  1.47638  -1.87234  0.80615
O  1.84472  1.11948  -0.57108
P  1.19650  -1.32585  -0.55266
H  -0.66751  0.04286  0.19424
H  -1.24634  -1.54462  -0.01356
H  -0.96264  -0.71374  -1.46560
H  0.41660  1.30875  0.79014
H  1.91797  0.98818  1.36734

---

B.
Molecular formula: CH5NO2P
Method: DFT, the ωB97M-V functional and the def2-TZVPD basis

As for the HOMO-LUMO gap: 8.21 eV. Its net charge is -1. Its lowest unoccupied orbital energy is 4.69 eV.

Atoms and positions in Å:
C  1.12671  -1.35803  0.05940
N  -1.61063  0.68124  -0.56825
O  1.62121  1.31118  0.28940
O  -1.45386  1.21372  0.81388
P  1.22221  0.19979  -0.68562
H  -0.39589  1.15197  0.93913
H  0.99167  -1.37366  1.02921
H  0.86512  -2.23760  -0.47743
H  -0.66824  0.71289  -0.98365
H  -1.69829  -0.30149  -0.41607

---

Most stable pick: A. Distance to second place: 34.6 kJ/mol.

---

A.
Molecular formula: C5H15NS
Method: DFT, the ωB97M-V functional and the def2-TZVPD basis

As for the HOMO-LUMO gap: 8.79 eV. Its lowest unoccupied orbital energy is 0.73 eV.

Atoms and positions in Å:
C  1.92240  2.58922  -2.36120
C  0.66658  1.86739  -1.90415
S  1.03254  0.21646  -1.19554
H  2.32421  2.11368  -3.27560
H  2.71160  2.54948  -1.60961
H  1.77588  3.65003  -2.61847
H  -0.08235  1.73414  -2.70403
H  0.14455  2.44503  -1.13260
C  -0.89167  -0.47928  1.35229
C  -0.75534  -1.94897  1.08879
C  0.40406  -2.57285  1.86327
N  -2.04297  0.08660  0.55043
H  -1.18285  -0.41874  2.41851
H  0.02339  0.09716  1.12990
H  -0.64595  -2.10462  0.02878
H  -1.66242  -2.46343  1.38078
H  1.35608  -2.18801  1.39059
H  0.37002  -2.28772  2.91555
H  0.38903  -3.65284  1.76851
H  -0.65453  0.25124  -0.50317
H  -2.85653  -0.51181  0.62973
H  -2.34574  1.02785  0.78724

---

B.
Molecular formula: C5H15NS
Method: DFT, the ωB97M-V functional and the def2-TZVPD basis

As for the HOMO-LUMO gap: 9.49 eV. Its lowest unoccupied orbital energy is 0.84 eV. The SMILES is CCNC.CCS.

Atoms and positions in Å:
C  -1.17667  -2.69668  -0.77973
C  0.09224  -2.53203  0.06393
N  0.68404  -1.22224  -0.14494
C  1.65257  -0.86254  0.87467
H  -1.51460  -3.72827  -0.70737
H  -0.89121  -2.48027  -1.81005
H  -1.94306  -2.01231  -0.42300
H  0.81653  -3.29875  -0.21771
H  -0.17022  -2.69473  1.12474
H  -0.05658  -0.54135  -0.20701
H  2.26666  -0.02468  0.56381
H  1.17323  -0.69149  1.85331
H  2.30191  -1.71923  1.07803
C  -0.88940  2.59755  -1.11616
C  -0.44319  2.75500  0.33880
S  1.35675  2.89871  0.43259
H  -0.58972  1.61461  -1.46744
H  -0.49584  3.39619  -1.74102
H  -1.96343  2.75053  -1.16958
H  -0.86102  3.65791  0.77894
H  -0.78849  1.89193  0.90777
H  1.43948  2.94214  1.76745

---

Most stable pick: B. Distance to second place: 124.7 kJ/mol.